{"formula": "C17H23NO", "method": "the ωB97M-V functional and the def2-TZVPD basis", "symbols": ["C", "C", "C", "C", "C", "N", "C", "C", "C", "O", "C", "C", "C", "C", "C", "C", "C", "C", "H", "H", "H", "H", "H", "C", "H", "H", "H", "H", "H", "H", "H", "H", "H", "H", "H", "H", "H", "H", "H", "H", "H", "H"], "positions_angstrom": [[3.74, 0.68, -2.96], [4.07, -0.37, -1.91], [3.43, -1.74, -2.19], [2.15, -2.01, -1.40], [1.00, -1.07, -1.76], [-0.23, -1.42, -1.09], [-0.54, -1.12, 0.20], [-1.47, -1.86, 0.87], [-1.87, -1.60, 2.23], [-2.73, -2.24, 2.80], [-1.10, -0.50, 2.94], [-0.71, 0.64, 2.00], [-1.94, 1.41, 1.58], [-2.51, 2.28, 2.51], [-3.66, 2.99, 2.21], [-4.26, 2.85, 0.97], [-3.70, 1.99, 0.04], [-2.55, 1.28, 0.34], [-2.14, 0.61, -0.40], [-4.16, 1.88, -0.93], [-5.15, 3.40, 0.73], [-4.08, 3.66, 2.94], [-2.05, 2.40, 3.48], [0.11, 0.08, 0.83], [1.10, -0.21, 1.20], [0.25, 0.86, 0.08], [-0.06, 1.34, 2.55], [-0.19, -0.96, 3.36], [-1.70, -0.13, 3.77], [-1.95, -2.69, 0.39], [-0.64, -2.29, -1.42], [1.26, -0.04, -1.51], [0.81, -1.12, -2.84], [1.83, -3.04, -1.59], [2.36, -1.92, -0.33], [3.22, -1.83, -3.26], [4.14, -2.53, -1.93], [5.16, -0.48, -1.87], [3.75, -0.02, -0.92], [4.12, 0.37, -3.94], [4.21, 1.63, -2.71], [2.67, 0.84, -3.05]], "lumo_ev": 0.7, "gap_ev": 8.88, "relative_energy_ev": 0.4495, "homo_ev": -8.19, "smiles": "CCCCCNC1=CC(=O)C[C@H](c2ccccc2)C1", "mol_weight_g_mol": 257.38}


{"formula": "H16O8", "method": "the ωB97M-V functional and the def2-TZVPD basis", "symbols": ["H", "H", "H", "H", "H", "H", "H", "H", "H", "H", "H", "H", "H", "H", "H", "H", "O", "O", "O", "O", "O", "O", "O", "O"], "positions_angstrom": [[0.41, 0.08, 0.86], [-0.42, -0.99, 1.54], [-2.78, 2.65, -0.18], [-3.69, 1.98, -1.20], [0.74, -1.45, -1.89], [1.63, -0.32, -1.42], [-4.34, 0.19, -0.53], [-5.39, -0.57, 0.26], [4.95, -2.16, -0.73], [4.07, -3.11, 0.07], [3.27, 1.30, 0.12], [4.43, 1.90, 0.89], [-1.56, -3.01, 0.73], [-2.51, -2.13, -0.07], [-0.13, 3.34, 0.21], [1.24, 2.68, 0.20], [0.36, -0.44, 1.67], [-3.25, 1.82, -0.36], [0.82, -0.79, -1.20], [-4.45, -0.56, 0.06], [4.10, -2.21, -0.27], [4.18, 1.12, 0.38], [-2.49, -2.84, 0.59], [0.81, 3.54, 0.27]], "lumo_ev": -0.1, "gap_ev": 10.87, "relative_energy_ev": 3.1594, "homo_ev": -10.92, "smiles": "O.O.O.O.O.O.O.O", "mol_weight_g_mol": 144.12}


{"formula": "C5HF2OPr", "method": "the ωB97M-V functional and the def2-TZVPD basis", "symbols": ["C", "C", "F", "O", "C", "C", "C", "H", "F", "Pr"], "positions_angstrom": [[-3.65, -1.29, -0.14], [-3.67, -0.02, 0.16], [-4.22, 1.05, -0.19], [-2.09, -0.25, -0.18], [-0.94, -0.16, -0.28], [4.86, -0.61, -0.25], [5.31, -1.20, -1.22], [5.02, 0.04, 0.60], [5.67, -1.87, -2.20], [2.19, -0.84, -0.38]], "s2": 2.139, "lumo_ev": [-22.1, -19.7], "gap_ev": [3.84, 6.28], "homo_ev": [-25.96, -25.96], "charge": 4, "mol_weight_g_mol": 255.97, "multiplicity": 3}


{"formula": "C9H17BiClI2N2OPSe", "method": "the ωB97M-V functional and the def2-TZVPD basis", "symbols": ["I", "I", "Bi", "P", "C", "C", "H", "H", "H", "C", "H", "H", "H", "H", "H", "H", "C", "O", "Cl", "C", "N", "C", "C", "N", "C", "C", "Se", "H", "H", "H", "H", "H", "H", "H", "H"], "positions_angstrom": [[-0.23, -3.08, -1.19], [-0.23, 3.02, -1.15], [0.40, -0.02, -1.16], [0.16, -0.03, -3.88], [-1.53, -0.05, -4.45], [1.07, 1.45, -4.31], [2.01, -1.57, -3.71], [1.29, -1.28, -5.36], [0.46, -2.39, -4.16], [1.09, -1.50, -4.31], [2.00, 1.52, -3.74], [1.25, 1.24, -5.37], [-1.36, -0.05, -5.53], [-2.05, 0.86, -4.11], [0.44, 2.33, -4.15], [-2.04, -0.96, -4.11], [-2.26, -0.04, -1.14], [-3.39, -0.03, -1.07], [2.94, -0.02, -1.26], [1.13, -2.17, 3.66], [0.51, -0.93, 4.08], [0.33, -0.53, 5.42], [-0.30, 0.69, 5.38], [-0.49, 1.02, 4.03], [-1.13, 2.22, 3.55], [0.01, 0.02, 3.23], [-0.08, -0.09, 1.46], [1.14, -2.25, 2.57], [0.59, -3.03, 4.07], [2.16, -2.23, 4.03], [0.67, -1.15, 6.22], [-0.62, 1.36, 6.15], [-2.16, 2.30, 3.94], [-0.60, 3.11, 3.90], [-1.17, 2.24, 2.46]], "lumo_ev": [-10.5, -10.3], "gap_ev": [4.03, 4.28], "relative_energy_ev": 0.8130, "homo_ev": [-14.50, -14.62], "charge": 2, "mol_weight_g_mol": 777.42}


{"formula": "C13H20BrFN2O4S", "method": "the ωB97M-V functional and the def2-TZVPD basis", "symbols": ["C", "C", "S", "C", "C", "N", "C", "C", "C", "O", "C", "O", "C", "O", "N", "C", "O", "F", "C", "Br", "C", "C", "H", "H", "H", "H", "H", "H", "H", "H", "H", "H", "H", "H", "H", "H", "H", "H", "H", "H", "H", "H"], "positions_angstrom": [[1.56, -3.54, -0.42], [0.73, -3.34, -1.79], [-0.97, -2.72, -1.36], [-1.07, -0.88, -1.53], [-0.60, -0.07, -0.17], [-0.71, -1.01, 0.96], [-1.89, -1.08, 1.54], [-1.90, -0.97, 3.16], [-3.31, -1.33, 0.86], [-1.40, 1.12, -0.13], [-1.05, 2.05, 0.88], [-1.60, 2.00, 2.01], [0.00, 3.27, 0.70], [0.17, 3.92, -0.35], [0.73, 3.65, 1.90], [1.79, 4.63, 1.63], [2.77, 4.49, 0.90], [1.69, 5.87, 2.35], [0.99, 0.18, -0.40], [2.01, 0.44, 1.30], [1.32, 1.27, -1.54], [1.94, 0.63, -2.90], [2.35, -2.72, -0.34], [0.85, -3.41, 0.47], [2.08, -4.57, -0.37], [1.25, -2.66, -2.56], [0.66, -4.39, -2.29], [-0.53, -0.52, -2.46], [-2.18, -0.58, -1.67], [-2.97, -0.72, 3.51], [-1.17, -0.14, 3.52], [-1.54, -1.93, 3.67], [-4.16, -1.33, 1.65], [-3.57, -0.66, -0.02], [-3.29, -2.42, 0.46], [1.06, 2.85, 2.45], [1.37, -0.83, -0.82], [2.06, 2.05, -1.12], [0.37, 1.86, -1.85], [1.61, -0.46, -3.07], [1.49, 1.23, -3.78], [3.08, 0.76, -2.97]], "lumo_ev": -0.8, "gap_ev": 8.00, "relative_energy_ev": 4.1860, "homo_ev": -8.83, "smiles": "CCSC[C@](N=C(C)C)(OC(=O)C(=O)NC(=O)F)[C@H](Br)CC", "mol_weight_g_mol": 399.28}


{"formula": "C3H7N3O", "method": "the ωB97M-V functional and the def2-TZVPD basis", "symbols": ["C", "N", "C", "O", "N", "C", "N", "H", "H", "H", "H", "H", "H", "H"], "positions_angstrom": [[1.59, -0.63, 0.03], [0.34, 0.05, 0.41], [0.09, 1.46, -0.27], [0.95, 2.31, -0.25], [-1.10, 1.19, -0.71], [-0.98, -0.58, 0.01], [-1.75, -0.89, 0.98], [1.60, -0.77, -1.05], [1.64, -1.59, 0.54], [2.43, 0.00, 0.31], [0.27, 0.15, 1.43], [-1.70, 1.88, -1.13], [-0.91, -1.06, -0.97], [-2.47, -1.54, 0.68]], "lumo_ev": 0.8, "gap_ev": 9.71, "relative_energy_ev": 2.4964, "homo_ev": -8.92, "mol_weight_g_mol": 101.11}


{"formula": "C6Cl5F6PPdTe4", "method": "the ωB97M-V functional and the def2-TZVPD basis", "symbols": ["Pd", "Te", "Te", "Te", "Te", "Cl", "C", "C", "C", "Cl", "C", "Cl", "C", "Cl", "C", "Cl", "F", "P", "F", "F", "F", "F", "F"], "positions_angstrom": [[-0.73, -1.45, 0.36], [-2.39, -0.32, -1.24], [-3.05, -2.87, -0.51], [-2.26, -2.85, 2.19], [0.39, -2.86, 2.29], [2.38, -0.36, 0.39], [1.21, 0.67, 1.13], [-0.14, 0.31, 1.12], [-1.06, 1.20, 1.64], [-2.77, 0.85, 1.51], [-0.68, 2.41, 2.22], [-1.85, 3.49, 2.85], [0.68, 2.74, 2.26], [1.17, 4.22, 2.95], [1.62, 1.87, 1.70], [3.28, 2.30, 1.71], [0.69, -2.19, -1.92], [0.94, -1.40, -3.29], [0.28, -2.61, -4.02], [-1.67, -0.93, -2.92], [0.83, -0.08, -2.43], [0.68, -0.52, -4.56], [2.44, -1.63, -3.41]], "s2": 0.765, "lumo_ev": [-5.7, -6.6], "gap_ev": [6.46, 5.51], "relative_energy_ev": 0.0097, "homo_ev": [-12.12, -12.08], "charge": 1, "mol_weight_g_mol": 1011.11, "multiplicity": 2}


{"formula": "C4H30BO23", "method": "the ωB97M-V functional and the def2-TZVPD basis", "symbols": ["O", "C", "O", "B", "O", "C", "O", "O", "C", "O", "C", "O", "O", "O", "H", "H", "O", "H", "H", "O", "H", "H", "O", "H", "H", "O", "H", "H", "O", "H", "H", "O", "H", "H", "O", "H", "H", "O", "H", "H", "O", "H", "H", "O", "H", "H", "O", "H", "H", "O", "H", "H", "O", "H", "H", "O", "H", "H"], "positions_angstrom": [[0.32, -2.22, 1.36], [-0.41, -1.55, 0.69], [0.03, -0.55, 0.05], [-0.83, -0.42, -1.15], [-1.88, -1.43, -1.00], [-1.56, -2.07, 0.00], [-2.31, -2.90, 0.50], [-0.13, -0.45, -2.45], [-0.15, 0.73, -2.90], [0.74, 1.13, -3.63], [-1.05, 1.52, -2.12], [-1.45, 0.93, -1.09], [-1.29, 2.71, -2.29], [1.67, -4.62, 0.53], [1.89, -3.77, 0.08], [2.25, -5.35, 0.25], [2.24, 3.77, -2.02], [2.87, 3.45, -2.66], [1.40, 4.00, -2.52], [2.88, -0.29, -2.10], [3.63, 0.29, -2.26], [2.34, -0.10, -2.89], [-2.59, 0.26, 1.70], [-3.30, 0.16, 1.09], [-2.09, 1.03, 1.33], [0.68, -3.34, 3.71], [1.47, -3.86, 3.55], [0.68, -2.73, 3.00], [1.51, 1.82, -0.55], [1.69, 0.96, -0.88], [1.62, 2.56, -1.16], [-0.97, -5.15, 1.51], [-0.07, -4.80, 1.43], [-1.50, -4.47, 1.18], [2.61, -2.16, -0.18], [3.39, -2.66, -0.20], [2.64, -1.58, -0.94], [-0.11, 1.71, 1.47], [0.17, 0.91, 1.97], [0.33, 1.77, 0.57], [-4.64, -2.93, 1.71], [-3.81, -3.01, 1.24], [-4.56, -2.09, 2.15], [-0.14, 4.67, -0.04], [-0.75, 4.03, 0.32], [-0.59, 4.83, -0.87], [3.16, 0.10, 1.05], [2.77, -0.69, 0.67], [4.08, 0.11, 0.87], [-1.77, -1.58, 3.80], [-2.09, -1.20, 2.95], [-1.89, -2.53, 3.73], [-2.65, 3.13, 0.09], [-2.32, 2.77, -0.73], [-3.09, 3.98, -0.09], [0.50, 5.65, -2.95], [0.81, 6.06, -2.13], [-0.41, 5.46, -2.76]], "lumo_ev": 1.7, "gap_ev": 8.85, "relative_energy_ev": 3.3490, "homo_ev": -7.10, "charge": -1, "mol_weight_g_mol": 457.07}


{"formula": "C7H28O10", "method": "the ωB97M-V functional and the def2-TZVPD basis", "symbols": ["O", "C", "C", "C", "C", "C", "C", "C", "H", "H", "H", "H", "H", "H", "H", "H", "H", "H", "H", "H", "O", "H", "H", "O", "H", "H", "O", "H", "H", "O", "H", "H", "O", "H", "H", "O", "H", "H", "O", "H", "H", "O", "H", "H", "O"], "positions_angstrom": [[2.34, -0.57, -0.27], [2.25, -1.52, 0.47], [1.37, -2.71, 0.14], [0.33, -2.48, -0.99], [-0.65, -1.36, -0.79], [-1.88, -1.40, -1.31], [-2.81, -0.26, -1.25], [-2.48, 0.99, -1.54], [2.85, -1.57, 1.38], [2.03, -3.54, -0.17], [0.90, -3.07, 1.06], [0.87, -2.28, -1.91], [-0.20, -3.43, -1.15], [-0.31, -0.49, -0.24], [-2.28, -2.27, -1.80], [-3.83, -0.55, -0.99], [-3.18, 1.81, -1.55], [-1.48, 1.29, -1.82], [1.16, -1.02, 3.65], [0.03, -1.43, 2.65], [0.91, -0.96, 2.72], [2.11, -0.27, -2.05], [1.22, -0.09, -3.28], [2.16, -0.05, -3.00], [0.25, 2.21, 2.49], [0.29, 0.62, 2.37], [-0.20, 1.43, 2.08], [-1.70, -2.30, 1.65], [-2.04, -1.14, 2.58], [-1.53, -1.99, 2.54], [-0.02, 1.42, -3.33], [-1.15, 0.41, -2.90], [-0.45, 0.55, -3.55], [1.23, 4.41, 2.41], [1.80, 3.23, 1.59], [1.53, 3.50, 2.49], [1.09, 2.63, -1.64], [1.72, 1.96, -2.88], [1.04, 2.61, -2.62], [0.68, 1.79, 0.50], [2.07, 1.45, -0.10], [1.45, 2.19, 0.01], [-1.88, 0.99, 2.32], [-2.92, 0.79, 3.46], [-2.68, 0.46, 2.58]], "lumo_ev": 0.2, "gap_ev": 9.48, "relative_energy_ev": 0.0000, "homo_ev": -9.31, "smiles": "C=C/C=C/CCC=O.O.O.O.O.O.O.O.O.O", "mol_weight_g_mol": 272.29}


{"formula": "C6H12O2", "method": "the ωB97M-V functional and the def2-TZVPD basis", "symbols": ["C", "C", "O", "C", "H", "H", "H", "H", "H", "H", "C", "C", "O", "C", "H", "H", "H", "H", "H", "H"], "positions_angstrom": [[-1.82, -2.19, 1.95], [-1.07, -3.44, 1.56], [-1.44, -4.04, 0.61], [0.12, -3.85, 2.41], [-2.61, -2.65, 2.55], [-2.23, -1.61, 1.13], [-1.16, -1.60, 2.58], [0.75, -3.04, 2.78], [0.74, -4.54, 1.84], [-0.09, -4.32, 3.37], [1.32, 2.78, -0.83], [0.25, 3.07, -1.93], [-0.95, 2.83, -1.77], [0.74, 3.52, -3.31], [0.96, 2.53, 0.17], [1.86, 3.72, -0.71], [1.90, 1.96, -1.23], [0.00, 3.46, -4.10], [1.48, 2.92, -3.85], [1.25, 4.48, -3.21]], "lumo_ev": 0.7, "gap_ev": 10.27, "relative_energy_ev": 1.6392, "homo_ev": -9.56, "smiles": "CC(C)=O.CC(C)=O", "mol_weight_g_mol": 116.16}


{"formula": "C17H34Br10NO5P", "method": "the ωB97M-V functional and the def2-TZVPD basis", "symbols": ["C", "C", "N", "C", "C", "P", "O", "O", "O", "C", "C", "O", "C", "O", "H", "H", "H", "H", "H", "H", "H", "H", "H", "H", "H", "H", "H", "H", "Br", "C", "C", "Br", "H", "H", "H", "H", "Br", "C", "C", "Br", "H", "H", "H", "H", "Br", "C", "C", "Br", "H", "H", "H", "H", "Br", "C", "C", "Br", "H", "H", "H", "H", "Br", "C", "C", "Br", "H", "H", "H", "H"], "positions_angstrom": [[-4.62, -2.66, 0.95], [-3.83, -1.72, 2.08], [-2.55, -2.44, 2.47], [-1.53, -1.50, 3.12], [-0.88, -0.76, 1.81], [0.86, -0.01, 2.08], [1.90, -0.97, 2.78], [1.53, 0.31, 0.46], [0.86, 1.54, 2.89], [-0.63, -2.56, 3.99], [-0.31, -1.76, 5.39], [-1.58, -1.04, 5.63], [-2.14, -0.54, 4.35], [-3.00, 0.49, 4.27], [-5.74, -2.28, 0.85], [-4.55, -3.77, 1.37], [-4.01, -2.55, -0.06], [-4.49, -1.67, 3.07], [-3.67, -0.67, 1.59], [-2.13, -2.99, 1.69], [-0.84, -1.44, 0.84], [-1.61, 0.15, 1.53], [1.98, -0.58, 0.25], [1.84, 1.67, 3.15], [0.35, -3.01, 3.49], [-1.24, -3.55, 4.23], [0.05, -2.38, 6.33], [0.54, -0.96, 5.29], [4.09, 2.53, 2.10], [3.37, 4.34, 2.18], [3.25, 4.94, 0.80], [4.99, 5.51, 0.12], [4.02, 4.91, 2.85], [2.38, 4.23, 2.64], [2.64, 5.85, 0.83], [2.83, 4.25, 0.06], [8.03, 6.81, -2.86], [6.70, 7.90, -3.79], [5.30, 7.55, -3.35], [4.70, 5.88, -4.16], [6.87, 7.76, -4.86], [6.94, 8.93, -3.52], [4.59, 8.30, -3.69], [5.20, 7.43, -2.26], [3.81, 1.19, -2.95], [4.19, 0.85, -4.83], [4.43, 2.14, -5.59], [2.75, 3.06, -5.95], [3.36, 0.26, -5.23], [5.09, 0.23, -4.83], [4.86, 1.93, -6.57], [5.07, 2.84, -5.05], [-2.77, -6.99, 2.74], [-4.27, -8.04, 2.06], [-4.85, -7.41, 0.81], [-5.96, -5.86, 1.26], [-4.99, -8.14, 2.87], [-3.85, -9.02, 1.83], [-5.53, -8.11, 0.31], [-4.09, -7.07, 0.10], [-2.77, -2.85, -2.81], [-4.01, -2.07, -4.11], [-4.41, -0.67, -3.70], [-5.72, -0.70, -2.26], [-4.85, -2.75, -4.19], [-3.46, -2.05, -5.05], [-4.91, -0.16, -4.53], [-3.57, -0.06, -3.36]], "lumo_ev": 0.2, "gap_ev": 9.21, "homo_ev": -9.04, "smiles": "CCN[C@]1(CP(=O)(O)O)CCOC1=O.BrCCBr.BrCCBr.BrCCBr.BrCCBr.BrCCBr", "mol_weight_g_mol": 1162.47}


{"formula": "C10H38B2O9PtSSr", "method": "the ωB97M-V functional and the def2-TZVPD basis", "symbols": ["Pt", "Sr", "B", "H", "H", "H", "H", "B", "H", "H", "H", "H", "S", "O", "O", "O", "O", "C", "C", "O", "H", "H", "H", "H", "H", "H", "C", "C", "O", "H", "H", "H", "H", "H", "H", "C", "C", "O", "H", "H", "H", "H", "H", "H", "C", "C", "O", "H", "H", "H", "H", "H", "H", "C", "C", "O", "H", "H", "H", "H", "H", "H"], "positions_angstrom": [[2.81, -0.11, 0.61], [-1.33, 0.71, 2.20], [2.86, -2.22, 1.58], [3.07, -1.47, 2.44], [1.73, -2.25, 1.31], [3.49, -1.91, 0.66], [3.18, -3.29, 1.90], [0.52, 0.13, 0.35], [0.64, -0.21, 1.43], [1.03, 1.17, 0.24], [1.07, -0.57, -0.39], [-0.58, 0.21, 0.08], [2.04, 1.58, 3.59], [0.58, 1.17, 3.57], [2.22, 3.01, 3.72], [2.55, 0.83, 4.74], [2.63, 1.11, 2.32], [-2.22, -3.90, 1.44], [-1.92, -2.47, 1.01], [-2.22, -1.58, 2.10], [-3.27, -4.13, 1.64], [-1.70, -4.15, 2.37], [-1.85, -4.60, 0.69], [-2.55, -2.23, 0.14], [-0.88, -2.33, 0.74], [-2.93, -1.99, 2.62], [3.90, -3.00, -2.58], [2.78, -1.98, -2.35], [3.30, -0.85, -1.64], [3.55, -3.84, -3.18], [4.23, -3.38, -1.61], [4.75, -2.53, -3.07], [1.96, -2.42, -1.80], [2.43, -1.66, -3.34], [3.51, -0.17, -2.28], [-5.40, -0.13, 0.93], [-4.61, 1.14, 1.13], [-3.26, 0.94, 0.62], [-5.55, -0.40, -0.11], [-6.40, 0.03, 1.36], [-4.98, -1.02, 1.40], [-4.45, 1.29, 2.20], [-5.08, 2.04, 0.75], [-3.33, 1.00, -0.35], [2.50, 4.13, -0.86], [3.52, 3.25, -0.18], [3.36, 1.86, -0.56], [2.46, 3.97, -1.94], [2.81, 5.15, -0.65], [1.50, 4.01, -0.45], [3.51, 3.34, 0.90], [4.53, 3.56, -0.50], [3.55, 1.86, -1.50], [-1.68, 1.55, -2.36], [-3.08, 1.57, -2.93], [-3.96, 0.81, -2.11], [-1.61, 1.91, -1.33], [-1.06, 2.21, -2.96], [-1.27, 0.54, -2.37], [-3.08, 1.20, -3.96], [-3.44, 2.60, -3.03], [-4.87, 0.91, -2.39]], "s2": 2.004, "lumo_ev": [-0.7, -0.7], "gap_ev": [6.29, 6.25], "relative_energy_ev": 0.0000, "homo_ev": [-6.98, -6.97], "mol_weight_g_mol": 638.79, "multiplicity": 3}